167
Properties=species:S:1:pos:R:3:forces:R:3 method="wB97M-V/def2-TZVPD" total_energy_ev=-119845.65871 e_lumo_ev=-4.42 de_lowest_kcal_mol=0.00 gap_ev=5.4 total_charge=+1 e_homo_ha=-0.3605
I -1.9469 0.0918 -1.5546 -0.1210 -0.0502 0.1240
Cl -2.2572 0.3330 3.0830 0.0934 0.1448 -0.1170
P -4.1042 2.6796 -0.1996 -0.5919 0.2997 0.3510
O 0.1613 -3.3260 4.3223 -0.0575 -0.1263 -0.0107
O 0.5245 1.2722 -0.3476 -0.1152 -0.1524 -0.1750
O 2.3857 3.4827 -11.0590 0.0129 -0.0958 0.0098
O 2.0778 2.4127 -1.4281 0.2218 0.1014 -0.6099
O -1.0234 2.7233 0.4046 0.0683 0.0284 -0.1807
O 0.0286 -1.5688 0.0208 -0.0066 0.3626 -0.1162
O -0.4989 -5.1428 -0.3163 -0.0357 -0.0640 -0.0707
O -3.4545 4.1898 -8.8004 0.0878 -0.0295 0.0163
O -3.1634 1.5020 -5.0593 0.0108 -0.0960 0.0809
O -5.2655 3.4239 0.3315 0.1481 -0.0431 -0.0598
O 7.6908 -3.0102 7.3792 -0.1195 -0.0682 0.0408
O 1.1234 1.1885 -7.2477 0.0837 -0.0592 0.0370
O -9.0300 2.2188 3.5680 0.0691 0.1814 0.6405
O 1.4459 -7.6300 4.6039 0.0014 0.1109 -0.0895
O 6.0691 1.0039 6.4440 -0.0436 -0.0701 -0.0615
N 7.4647 -1.3531 4.9782 -0.0093 -0.0299 0.0619
N -3.2154 4.4060 -5.6871 -0.0087 -0.1024 -0.0568
N 3.3002 3.0410 -8.0913 -0.1267 -0.0364 -0.0475
N 2.6233 -4.9994 5.2570 -0.1773 0.0243 0.0407
N -2.6970 0.6050 1.3719 0.2619 0.0875 0.1311
N -8.1088 1.1578 1.7468 0.3519 -0.2278 0.0802
C -7.2668 0.3308 2.6157 -0.3339 -0.1523 0.0506
C -1.9302 2.9727 1.4434 -0.1418 0.1882 0.1295
C 1.5816 2.1759 -0.3860 -0.0012 -0.0528 0.3270
C -0.3230 -4.6300 4.0389 -0.0237 0.0868 -0.2362
C 1.3798 2.5540 -10.7107 0.0003 0.0128 -0.0836
C -4.9041 -0.5692 2.1000 -0.2450 0.1152 -0.0509
C -1.5406 -5.7345 0.4510 0.2749 -0.0318 -0.0629
C -4.2928 3.6458 -5.0737 0.0761 0.0809 -0.1074
C 7.3031 0.0250 4.5449 -0.0794 -0.0082 -0.0730
C 2.2865 -3.6146 5.5582 0.1578 -0.0130 -0.1532
C 8.6589 -2.9894 6.3384 0.0927 -0.0198 -0.0076
C 2.1781 3.3718 -7.2278 0.0492 -0.0307 -0.1660
C -1.4183 0.2983 0.5135 0.0543 0.0561 -0.1970
C -3.3267 2.8064 -8.5415 -0.0041 0.0184 -0.0736
C 0.2642 -2.9578 0.2254 0.0609 -0.1969 0.1351
C 2.2231 4.5476 2.4602 -0.0646 -0.3015 -0.2579
C 8.6991 -1.6209 5.7001 -0.0374 0.0590 0.0141
C -0.7268 -0.9790 1.0361 0.0254 -0.2609 -0.4743
C 2.1057 -7.8217 3.3688 -0.0285 -0.0762 0.0218
C 0.8140 -3.2240 5.5805 0.0058 0.2419 0.1848
C 2.3074 -7.3834 5.7085 0.0150 -0.1129 0.1003
C 2.1296 -5.9732 6.2219 -0.0183 0.0787 -0.0903
C 2.8681 3.7123 3.3673 -0.0958 -0.2061 -0.2429
C 3.6717 4.0845 -9.0417 0.1242 -0.0713 0.0573
C 1.8691 -0.0057 -7.3829 -0.0726 -0.0083 -0.0209
C -5.7774 0.6509 2.4233 0.1895 -0.0855 0.1876
C -3.1286 2.0641 1.2888 0.1909 0.0076 -0.4305
C -9.1404 0.4306 0.9993 0.0417 0.2226 -0.0957
C -8.7245 3.5274 1.5990 -0.1802 0.0385 -0.1864
C 2.6564 4.4876 -10.1034 -0.0144 0.1576 -0.0120
C 2.6341 1.8575 1.8440 -0.0385 0.2320 0.1425
C 1.7344 2.1731 -6.4209 -0.1378 0.1297 0.0945
C 2.0022 2.7019 0.9305 0.1918 0.4493 0.4996
C -3.8202 -0.3718 1.0566 -0.2864 -0.5038 0.1372
C -0.4255 1.4789 0.6211 -0.1513 -0.1624 0.2375
C -3.6397 5.4033 -6.6660 0.0851 0.0628 0.0928
C -1.7515 1.4223 -5.0074 -0.1160 -0.0189 -0.0979
C -3.7368 2.5120 -4.2434 -0.0620 -0.0308 0.0754
C -1.0774 -7.0984 0.9234 -0.1389 -0.0619 0.1803
C 6.1697 0.1232 7.5509 -0.0907 0.1169 -0.0031
C 7.2246 1.0949 5.6256 0.0020 0.1531 0.0190
C 3.0762 2.3658 3.0612 -0.1594 0.3969 -0.2261
C -4.3119 4.9113 -7.9404 -0.1150 0.0721 -0.0456
C 6.5687 -3.8324 7.1336 0.0206 0.0646 0.0644
C -0.6949 -3.7824 -0.6094 0.0447 -0.0282 -0.0805
C -8.6670 2.2916 2.4297 0.0992 -0.1370 -0.4564
C 1.7896 4.0486 1.2323 0.3247 -0.2897 0.3270
H -3.1742 3.4580 -0.8901 0.2326 -0.1548 -0.1712
H 0.4150 -5.2275 3.4962 -0.0609 -0.0713 0.0600
H 1.3530 -8.1402 2.6497 0.0053 -0.0021 0.0165
H 2.0397 -8.0838 6.5036 0.0023 -0.0290 -0.0293
H 2.8698 -8.6005 3.4420 0.0167 -0.0022 -0.0116
H 5.9450 -3.4466 6.3183 0.0190 -0.0931 -0.0607
H 3.0868 5.3222 -10.6619 -0.0150 -0.0010 -0.0154
H 1.0623 -5.8436 6.4510 0.0225 -0.0228 0.0838
H -5.7184 1.3857 1.6252 -0.1086 0.0763 -0.1237
H -1.4451 2.8509 2.4132 0.0082 0.0216 0.1502
H -1.2720 2.2888 -5.4705 0.0534 0.0097 0.0778
H -1.7681 -5.0931 1.3076 -0.0538 0.1057 0.0383
H 3.9474 4.9799 -8.4752 -0.0151 0.0151 0.0104
H 8.4416 -3.7600 5.5931 -0.0302 0.0239 -0.0289
H -1.7279 -3.4646 -0.4344 -0.1307 -0.0261 0.0630
H -0.0598 -0.6899 1.8484 -0.0900 -0.0733 0.3156
H -0.4802 -3.6115 -1.6642 -0.0421 -0.0011 -0.1022
H 1.3057 4.6934 0.5137 -0.0211 0.0398 -0.0629
H -9.0951 4.3581 2.1864 -0.0698 0.1004 0.0094
H 2.5721 1.7496 -5.8602 0.0460 -0.0248 -0.0555
H 1.7181 4.8504 -9.6647 -0.0005 -0.0580 0.0433
H -2.2890 3.9978 1.3792 0.1182 0.1325 -0.0705
H 6.8643 -4.8587 6.8981 -0.0062 -0.0102 -0.0400
H 6.3823 0.0783 3.9565 0.0230 0.0289 -0.0219
H 0.0076 -7.1471 0.9198 0.0971 0.0670 -0.0333
H 4.5728 3.7482 -9.5590 0.0145 0.0213 0.0023
H 2.0614 5.5902 2.6881 0.0283 0.0747 0.0823
H -7.4621 -0.7154 2.3868 0.0413 -0.1067 -0.0468
H 2.7235 -3.3475 6.5263 -0.0218 -0.0263 0.0180
H -3.8175 2.2728 2.1006 -0.1765 -0.3512 0.1186
H 2.2535 -5.2271 4.3429 0.0860 -0.0489 -0.0042
H 0.9216 2.2064 -11.6363 -0.0003 0.0053 -0.0040
H 5.8462 -0.8922 7.3041 0.0658 0.0055 0.0172
H 0.7606 -2.1706 5.8714 -0.0280 -0.0150 -0.0522
H -4.9929 3.2111 -5.8006 -0.0328 0.0018 0.0323
H 0.6064 3.0146 -10.0887 -0.0104 -0.0070 0.0219
H 2.5798 -6.9044 2.9996 0.0342 -0.0075 0.0233
H 3.5978 1.7314 3.7592 0.0456 -0.1128 0.1071
H 7.1681 2.0661 5.1264 -0.0257 0.0059 0.0435
H 0.1844 -3.2151 1.2842 -0.0496 -0.0271 0.1003
H -7.5444 0.4686 3.6583 -0.1086 -0.0108 0.0924
H -2.4351 -5.8221 -0.1685 -0.1633 0.0856 0.0075
H -1.2054 -4.5332 3.4033 -0.0091 0.0582 0.0419
H -2.7532 5.9681 -6.9620 -0.0008 0.0231 0.0160
H 2.4840 4.1642 -6.5380 0.0024 0.0248 -0.0102
H -3.3274 -1.3175 0.8543 0.0483 -0.0537 0.0251
H 2.7875 0.1395 -7.9608 0.0267 0.0130 0.0429
H 1.7819 1.6813 -10.1860 -0.0227 0.0275 0.0516
H 2.1356 -0.4208 -6.4057 0.0143 -0.0087 0.0041
H 7.1906 0.0813 7.9368 0.0156 -0.0344 0.0075
H 9.6344 -3.2057 6.7801 -0.0139 -0.0387 0.0285
H 8.1256 0.2787 3.8692 0.0328 0.0030 0.0010
H -7.7395 3.7323 1.1859 0.1268 0.0426 0.0450
H 5.9730 -3.8425 8.0452 0.0198 -0.0006 0.0257
H -1.4493 0.5334 -5.5574 -0.0214 0.0054 -0.0238
H -3.1137 2.3155 -9.4904 -0.0037 0.0007 -0.0053
H 0.0122 1.4598 1.6275 -0.0042 0.0569 0.0901
H 5.5159 0.5054 8.3351 0.0063 0.0227 -0.0171
H -4.2501 2.3878 -8.1303 -0.0006 -0.0118 0.0273
H -4.5054 -1.0439 2.9919 0.0356 0.0026 0.1095
H 9.5411 -1.5671 5.0041 -0.0017 0.0070 -0.0155
H -1.4809 -1.6823 1.3939 0.0166 -0.0365 0.2620
H -2.4999 2.5839 -7.8585 -0.0333 -0.0073 0.0330
H 3.2135 4.1090 4.3100 0.0394 0.0108 0.0749
H 8.8843 -0.8951 6.5046 0.0985 -0.0324 -0.0297
H -2.5720 3.7677 -6.1368 -0.0079 -0.0004 -0.0154
H -1.4114 1.3383 -3.9705 0.1775 0.1136 -0.0900
H -4.6237 5.7937 -8.5039 -0.0114 -0.0117 -0.0145
H -1.4125 -7.2804 1.9423 -0.0520 -0.0710 0.0786
H -0.6086 -5.1603 4.9497 0.0137 -0.0263 -0.0172
H 0.9812 2.5065 -5.7003 0.0265 -0.0331 0.0427
H 2.6851 -5.8589 7.1572 0.0004 0.0142 0.0076
H -8.7445 -0.5324 0.6950 0.0281 -0.0836 -0.0678
H -9.3777 3.3526 0.7442 -0.0964 0.0502 -0.0591
H 6.6845 -1.5960 5.5738 -0.0186 -0.0372 -0.0038
H -4.8651 4.3145 -4.4225 -0.0346 0.0069 -0.0100
H 0.2457 -3.7865 6.3288 0.0434 -0.0566 0.0089
H -10.0484 0.2700 1.5842 -0.0640 -0.1184 0.1006
H 8.1212 1.1128 6.2553 0.0075 -0.0506 -0.0125
H 3.3491 -7.5666 5.4309 0.0191 0.0514 -0.0127
H -1.4633 -7.8998 0.3022 0.0468 -0.0696 -0.1340
H 1.3027 3.7353 -7.7861 -0.0304 0.0415 0.0742
H 1.2388 -0.7209 -7.9085 -0.0060 0.0076 -0.0099
H -2.9949 2.8973 -3.5321 0.0350 0.0210 -0.0296
H -5.3995 1.1243 3.3308 0.0852 0.1652 0.0052
H 1.2819 -3.1797 -0.0828 0.1237 0.1000 -0.0259
H -4.3120 6.1082 -6.1665 -0.0296 -0.0080 -0.0046
H -5.5482 -1.3253 1.6472 0.0405 -0.1049 -0.1578
H -4.2706 -0.0581 0.1237 0.1048 0.2519 -0.0606
H -5.2198 4.3298 -7.7347 0.0450 -0.0520 0.0465
H 2.7822 -2.9934 4.8069 0.0058 0.0457 0.0351
H -4.3782 1.5909 -1.0280 -0.0095 -0.0146 -0.0749
H 2.7969 0.8164 1.5980 0.0281 -0.0635 -0.0435
H -9.4064 0.9770 0.0973 -0.0462 0.0629 -0.0634
H 3.0822 2.1959 -8.6033 0.0168 -0.0062 -0.0178
H -4.5546 2.0499 -3.6770 0.0005 -0.0070 -0.0245